{"formula": "C52H55N5O3P2RhS3", "method": "ωB97M-V with the def2-TZVPD basis set", "total_charge": 1, "lumo_energy_ev": -3.631, "molar_mass_g_mol": 1059.1, "e_above_lowest_kj_mol": 332.2, "species": ["Rh", "C", "C", "N", "C", "C", "C", "S", "N", "C", "O", "C", "C", "C", "C", "C", "C", "H", "H", "H", "H", "H", "H", "H", "H", "H", "H", "H", "H", "H", "H", "H", "C", "C", "C", "C", "C", "C", "C", "S", "O", "O", "N", "C", "C", "C", "C", "C", "N", "H", "H", "H", "H", "H", "H", "H", "H", "H", "H", "H", "C", "S", "C", "C", "C", "N", "P", "C", "C", "C", "C", "C", "C", "C", "C", "C", "C", "C", "C", "P", "C", "C", "C", "C", "C", "C", "C", "C", "C", "C", "C", "C", "H", "H", "H", "H", "H", "H", "H", "H", "H", "H", "H", "H", "H", "H", "H", "H", "H", "H", "H", "H", "H", "H", "H", "H", "H", "H", "H", "H", "H"], "xyz": [[-0.03552, 0.33539, 0.28593], [-1.04454, 3.82429, 4.11917], [-2.34815, 3.19882, 3.64480], [-2.38835, 1.75255, 3.84922], [-2.82509, 1.28922, 5.18142], [-1.66321, 1.07304, 6.13902], [-1.97752, 0.87549, 2.94875], [-1.52747, 1.63202, 1.39684], [-2.02506, -0.39563, 3.29656], [-1.51687, -1.35116, 2.54865], [-1.07905, -1.23796, 1.37519], [-1.53815, -2.71715, 3.12873], [-1.01458, -3.77979, 2.39625], [-0.99701, -5.05441, 2.93536], [-1.50263, -5.27366, 4.21049], [-2.02858, -4.21717, 4.94116], [-2.04593, -2.94274, 4.40236], [-0.98760, 4.85077, 3.76130], [-0.18169, 3.27598, 3.73242], [-0.97948, 3.84516, 5.20413], [-2.51644, 3.41625, 2.58913], [-3.20527, 3.60436, 4.18359], [-3.37358, 0.35844, 5.04545], [-3.52232, 2.04233, 5.55062], [-0.86684, 0.52487, 5.64438], [-2.00341, 0.49155, 6.99650], [-1.25813, 2.01270, 6.50957], [-0.62615, -3.59390, 1.40481], [-0.58972, -5.87689, 2.36471], [-1.48326, -6.26634, 4.63600], [-2.42343, -4.38837, 5.93262], [-2.44810, -2.10902, 4.96281], [6.06374, -3.02311, 4.89147], [5.02769, -2.04044, 4.42896], [5.23502, -0.67365, 4.56385], [4.27318, 0.23991, 4.15927], [3.08761, -0.22389, 3.61651], [2.85236, -1.58737, 3.47782], [3.82297, -2.48270, 3.88243], [1.84488, 0.90707, 3.08572], [0.61038, 0.51808, 3.71171], [2.33948, 2.24516, 3.29331], [1.66577, 0.56069, 1.51276], [2.66896, 0.69739, 0.59160], [3.92846, 1.28147, 0.73812], [4.77346, 1.24059, -0.34953], [4.34664, 0.66879, -1.55073], [3.06677, 0.16031, -1.61204], [2.24977, 0.14307, -0.55718], [7.06645, -2.60735, 4.81140], [6.02374, -3.94259, 4.31052], [5.89997, -3.28712, 5.93672], [6.16271, -0.31681, 4.99194], [4.42902, 1.30296, 4.27078], [1.91463, -1.93500, 3.06576], [3.64500, -3.54573, 3.78005], [4.21101, 1.76781, 1.65756], [5.76140, 1.67379, -0.27336], [4.98565, 0.63102, -2.41821], [2.67882, -0.26237, -2.53142], [-2.77823, 0.37028, -7.22006], [-3.75042, -0.87449, -6.35256], [-3.01712, -0.75089, -4.70841], [-3.22646, 0.59025, -4.02215], [-2.75316, 0.58421, -2.58135], [-1.26946, 0.46103, -2.47316], [-0.44944, 1.72818, -1.59876], [-1.48810, 3.19208, -1.86104], [-1.72418, 3.55601, -3.18963], [-2.46344, 4.68676, -3.47710], [-2.95161, 5.47995, -2.44800], [-2.68758, 5.14512, -1.13126], [-1.95812, 4.00090, -0.83378], [1.04494, 2.24277, -2.45792], [1.28418, 2.04977, -3.81026], [2.40827, 2.61321, -4.39924], [3.27644, 3.38148, -3.64000], [3.02720, 3.58779, -2.28811], [1.91863, 3.01441, -1.69382], [-0.63646, -0.93429, -1.65186], [0.68352, -1.54433, -2.69880], [0.74341, -1.24034, -4.05221], [1.70832, -1.84075, -4.84872], [2.59435, -2.75311, -4.29642], [2.52074, -3.07253, -2.94529], [1.57292, -2.46222, -2.14367], [-1.85093, -2.26365, -1.64943], [-2.90394, -2.24137, -0.73077], [-3.82495, -3.27275, -0.69970], [-3.69161, -4.34669, -1.56941], [-2.64021, -4.38616, -2.47079], [-1.71553, -3.35407, -2.51052], [-2.97999, 0.25031, -8.28215], [-1.71300, 0.20993, -7.05526], [-3.04808, 1.38366, -6.93155], [-1.95417, -0.99503, -4.78327], [-3.48784, -1.54664, -4.12680], [-4.29370, 0.82461, -4.02604], [-2.72082, 1.38673, -4.57548], [-3.22315, -0.25707, -2.06948], [-3.08192, 1.47929, -2.05789], [-1.31978, 2.96383, -4.00075], [-2.64650, 4.95977, -4.50692], [-3.52764, 6.36442, -2.67762], [-3.04482, 5.77420, -0.32997], [-1.75687, 3.75692, 0.19284], [0.59721, 1.46625, -4.40836], [2.59699, 2.45883, -5.45200], [4.15145, 3.81770, -4.09957], [3.70471, 4.18393, -1.69419], [1.73741, 3.16467, -0.63510], [0.03116, -0.54885, -4.47988], [1.75894, -1.60466, -5.90207], [3.34562, -3.21606, -4.91820], [3.20743, -3.78730, -2.51705], [1.52441, -2.69870, -1.08712], [-2.99009, -1.42337, -0.02909], [-4.63777, -3.24194, 0.01128], [-4.40560, -5.15819, -1.53807], [-2.53285, -5.22246, -3.14638], [-0.90514, -3.40039, -3.22339]]}

=====

{"formula": "C15H21N3O3PdS", "method": "ωB97M-V with the def2-TZVPD basis set", "spin_multiplicity": 5, "total_charge": 4, "s_squared": 6.0417, "lumo_energy_ev": [-12.150, -16.761], "molar_mass_g_mol": 429.8, "species": ["Pd", "C", "N", "C", "C", "O", "C", "O", "C", "C", "O", "N", "C", "C", "H", "H", "H", "H", "H", "H", "H", "H", "H", "H", "H", "H", "H", "H", "H", "H", "S", "C", "N", "C", "C", "C", "C", "C", "C", "H", "H", "H", "H", "H"], "xyz": [[0.45214, -0.03616, 0.97485], [-2.03466, -2.54696, -2.34225], [-2.21446, -1.13526, -2.21535], [-3.23086, -0.53166, -3.02555], [-1.44126, -0.42486, -1.38625], [-0.69256, -0.98446, -0.54695], [-1.46106, 1.09824, -1.47725], [-0.34366, 1.66294, -0.79135], [0.69504, 2.20954, -1.60305], [1.98614, 1.39704, -1.48025], [2.07874, 0.50574, -0.62375], [3.00954, 1.66404, -2.33395], [3.03144, 2.76944, -3.23135], [4.14454, 0.80594, -2.35005], [-2.91546, -3.09066, -1.97615], [-1.96576, -2.81466, -3.40565], [-1.14556, -2.88856, -1.81165], [-3.95796, -1.28996, -3.32595], [-3.75806, 0.26824, -2.50235], [-2.82456, -0.12246, -3.95995], [-1.48626, 1.41644, -2.52545], [-2.36466, 1.49344, -0.98415], [0.38034, 2.26204, -2.65145], [0.87324, 3.23264, -1.23335], [2.19844, 3.45714, -3.12115], [3.96634, 3.33914, -3.11725], [3.07124, 2.42464, -4.27505], [3.93454, -0.14856, -1.86555], [4.49604, 0.65054, -3.37575], [5.00534, 1.26644, -1.83935], [0.75744, 0.79084, 5.73485], [1.05644, 1.06464, 4.03465], [0.52314, 0.21044, 3.21125], [-0.19976, -0.75766, 3.89825], [-0.86406, -1.83696, 3.32445], [-1.58886, -2.70306, 4.16395], [-1.60646, -2.52116, 5.54035], [-0.93056, -1.45286, 6.13115], [-0.20716, -0.57286, 5.30225], [1.66004, 1.90274, 3.71925], [-0.78796, -2.01376, 2.23985], [-2.14296, -3.52386, 3.73365], [-2.16496, -3.20046, 6.16925], [-0.99056, -1.29526, 7.19955]]}